Entry 1:
This record from the Open Molecules 2025 dataset describes an isolated molecule of C5H5NOS at a distorted geometry. The level of theory is ωB97M-V with the def2-TZVPD basis set.

Last column: Mulliken charge in e.
Geometry (Å):
N -0.55004 2.71295 0.37351  -0.403
C -0.12971 1.77749 -0.06708  -0.084
C 0.40691 0.55645 -0.65713  0.381
C 1.46480 -0.24730 0.10851  0.318
O 2.68138 -0.24013 -0.18730  -0.553
C 0.29799 -1.09207 0.72063  -0.415
C -0.60399 -0.63408 -0.46832  -0.442
S -2.31606 -0.48078 -0.11917  -0.222
H 0.88222 0.72686 -1.63859  0.330
H 0.42023 -2.28619 1.17287  0.318
H 0.12757 -0.44206 1.69835  0.254
H -0.41629 -1.33570 -1.21258  0.343
H -2.26503 0.98457 0.27631  0.176

Summary:
orbital gap: 9.861 eV
energy: -19635.7765 eV
HOMO energy: -9.69 eV
largest force on an atom: 4.90 eV Å⁻¹
ΔE to the lowest compared entry with this formula, charge and spin: 74.14 kcal/mol



Entry 2:
This record from the Open Molecules 2025 dataset describes a cluster of 2 separate species, C5H5NOS2 in total at a distorted geometry. The level of theory is ωB97M-V with the def2-TZVPD basis set.

Last column: Mulliken charge in e.
Geometry (Å):
C 0.64274 -0.71165 2.86206  -0.171
C 0.51264 -0.24198 1.71515  -0.266
C 0.63109 -0.73208 -0.80156  0.513
C -1.65944 0.52836 -0.08191  0.338
C 0.48187 0.18272 0.40478  -0.460
N 1.07635 0.01422 -1.84142  -0.409
O 0.34576 -1.92438 -0.73015  -0.584
S -1.92115 1.72757 -1.11366  -0.221
S -2.38883 -0.50071 0.94838  -0.137
H 0.89483 -0.91464 3.87107  0.457
H 0.77478 1.22231 0.45322  0.316
H 0.53072 0.75909 -2.17894  0.210
H 1.34190 -0.62415 -2.58825  0.276
H -3.54265 0.02930 1.07861  0.137

Summary:
orbital gap (spin up / spin down): 7.278 / 7.276 eV
energy: -30469.4757 eV
HOMO energy (spin up / spin down): -8.11 / -8.11 eV
largest force on an atom: 5.80 eV Å⁻¹
ΔE to the lowest compared entry with this formula, charge and spin: 75.09 kcal/mol